(1)
Density functional theory data (ωB97M-V/def2-TZVPD) for C16H20N4O4Re as an isolated structure in a non-equilibrium geometry.

```
45
Properties=species:S:1:pos:R:3
N 0.117 1.905 -0.239
C 0.249 3.061 -0.203
C 0.310 4.493 -0.105
H -0.708 4.912 -0.133
H 0.897 4.909 -0.937
H 0.790 4.768 0.847
N 1.824 -1.319 -0.733
C 2.744 -1.926 -1.135
C 3.934 -2.713 -0.951
H 4.706 -2.338 -1.630
H 3.720 -3.755 -1.209
H 4.274 -2.633 0.090
N -1.696 -1.375 -0.366
C -2.790 -1.742 -0.234
C -4.119 -2.274 -0.085
H -4.106 -3.064 0.683
H -4.461 -2.702 -1.040
H -4.804 -1.472 0.227
Re 0.425 -0.433 0.109
C 0.318 -1.953 1.255
O 0.157 -2.828 2.021
C 1.744 0.330 1.247
O 2.503 0.806 2.016
C 0.723 1.068 -2.789
C -0.669 1.133 -2.667
C -1.425 -0.029 -2.692
C -0.797 -1.268 -2.848
C 0.579 -1.334 -2.948
C 1.340 -0.159 -2.924
H 1.316 1.986 -2.825
H -1.171 2.094 -2.569
H -2.510 0.033 -2.600
H -1.391 -2.182 -2.926
H 1.051 -2.311 -3.066
H 2.426 -0.192 -3.031
N -0.043 0.161 4.143
C -0.358 1.484 3.513
C -1.383 1.205 2.414
O -2.454 1.787 2.462
O -1.060 0.297 1.528
H -0.913 -0.246 4.521
H 0.616 0.272 4.918
H 0.356 -0.520 3.476
H -0.814 2.117 4.275
H 0.551 1.948 3.141
```

Summary:
**ΔE to the lowest compared entry with this formula, charge and spin**: 0.0 kJ/mol
**F_max**: 8.1 eV Å⁻¹
**Molar mass**: 518.57 g/mol
**E_HOMO (spin up / spin down)**: -22.279 / -22.177 eV
**2S+1**: 4
**Total charge**: +4

(2)
Density functional theory data (ωB97M-V/def2-TZVPD) for C16H20BFeN2O3 as an isolated structure in a non-equilibrium geometry.

```
43
Properties=species:S:1:pos:R:3
O -0.301 -2.246 -1.183
C -0.939 -2.524 -0.248
Fe -2.061 -2.944 1.029
C -3.398 -2.017 0.356
O -4.047 -1.260 -0.247
C -2.324 -4.523 0.343
O -2.483 -5.344 -0.469
C -0.944 -0.679 2.972
C 0.168 -1.655 2.768
C -0.400 -2.982 2.250
C -1.547 -3.485 2.948
C -2.603 -2.537 3.004
C -2.235 -1.167 2.717
H -0.829 0.260 3.518
H 0.962 -1.305 2.087
H 0.709 -1.846 3.719
H 0.376 -3.659 1.872
H -1.642 -4.516 3.296
H -3.614 -2.792 3.340
H -3.064 -0.466 2.538
C 1.434 1.339 -4.496
N 1.353 2.423 -3.530
C 0.906 3.700 -4.067
C 1.360 2.190 -2.165
C 2.195 2.950 -1.310
C 2.243 2.645 0.034
N 1.428 1.716 0.600
B 1.511 1.411 2.154
H 0.490 0.634 2.444
C 0.553 1.053 -0.198
C 0.547 1.204 -1.566
H 2.109 0.561 -4.112
H 0.450 0.884 -4.703
H 1.849 1.740 -5.433
H 1.050 4.487 -3.317
H 1.485 3.937 -4.970
H -0.166 3.669 -4.341
H 2.847 3.722 -1.715
H 2.938 3.150 0.712
H 2.572 0.880 2.412
H 1.336 2.411 2.813
H -0.147 0.384 0.305
H -0.125 0.600 -2.164
```

Summary:
**ΔE to the lowest compared entry with this formula, charge and spin**: 60.0 kJ/mol
**F_max**: 6.0 eV Å⁻¹
**Molar mass**: 355.00 g/mol
**E_HOMO (spin up / spin down)**: -7.457 / -10.850 eV
**2S+1**: 5
**Total charge**: +1

(3)
Density functional theory data (ωB97M-V/def2-TZVPD) for C4H9O2 as an isolated structure in a non-equilibrium geometry.

```
15
Properties=species:S:1:pos:R:3
C 0.432 0.022 -0.618
C 0.304 -1.213 -1.335
C -0.795 -1.238 1.512
C 0.498 2.330 -0.184
O -0.316 -0.007 1.088
O 0.702 1.180 -0.943
H -0.671 -1.872 -1.274
H 0.389 -0.909 -2.399
H 1.204 -1.773 -1.142
H -1.341 -0.959 2.563
H -0.027 -1.853 1.645
H -1.632 -1.693 0.869
H 0.487 2.130 0.884
H 1.302 3.083 -0.291
H -0.536 2.771 -0.376
```

Summary:
**ΔE to the lowest compared entry with this formula, charge and spin**: 355.5 kJ/mol
**F_max**: 7.2 eV Å⁻¹
**Molar mass**: 89.11 g/mol
**E_HOMO**: -15.182 eV
**2S+1**: 1
**Total charge**: +1

(4)
Density functional theory data (ωB97M-V/def2-TZVPD) for one molecule with the formula CH4IN3 in a non-equilibrium geometry.

```
9
Properties=species:S:1:pos:R:3
C -0.165 -0.406 -0.581
N -1.638 0.711 0.789
N -4.323 0.544 0.921
N -0.756 0.826 -0.160
I -3.114 -0.785 0.541
H 0.531 -0.798 0.169
H -0.916 -1.209 -0.762
H 0.376 -0.235 -1.498
H -0.905 1.436 -0.962
```

Summary:
**ΔE to the lowest compared entry with this formula, charge and spin**: 503.7 kJ/mol
**F_max**: 1.7 eV Å⁻¹
**Molar mass**: 184.97 g/mol
**E_HOMO (spin up / spin down)**: -8.551 / -7.801 eV
**2S+1**: 1

(5)
Density functional theory data (ωB97M-V/def2-TZVPD) for one molecule with the formula C3H3NO3.

```
10
Properties=species:S:1:pos:R:3
O 2.239 0.655 0.721
C 1.576 0.542 -0.266
N 0.146 0.510 -0.250
C -0.488 -0.608 0.253
O 0.087 -1.531 0.774
C -2.012 -0.613 0.066
O -2.655 -1.586 0.346
H 2.007 0.412 -1.271
H -0.344 1.131 -0.881
H -2.483 0.312 -0.335
```

Summary:
**ΔE to the lowest compared entry with this formula, charge and spin**: 152.7 kJ/mol
**F_max**: 0.7 eV Å⁻¹
**Molar mass**: 101.06 g/mol
**E_HOMO**: -10.339 eV
**2S+1**: 1
**SMILES string**: O=CNC(=O)C=O

(6)
Density functional theory data (ωB97M-V/def2-TZVPD) for a 2-piece molecular cluster, CHFN2O overall in a non-equilibrium geometry.

```
6
Properties=species:S:1:pos:R:3
C -1.260 0.202 -0.519
N 0.692 -0.130 0.816
N 1.579 -0.318 0.179
O 2.508 -0.519 -0.463
F -1.661 1.343 -0.019
H -1.857 -0.578 0.005
```

Summary:
**ΔE to the lowest compared entry with this formula, charge and spin**: 373.3 kJ/mol
**F_max**: 2.8 eV Å⁻¹
**Molar mass**: 76.03 g/mol
**E_HOMO**: -9.347 eV
**2S+1**: 1

(7)
Density functional theory data (ωB97M-V/def2-TZVPD) for one molecule with the formula C4H6Br2 in a non-equilibrium geometry.

```
12
Properties=species:S:1:pos:R:3
C -0.395 0.867 -1.258
C -0.422 0.019 0.023
Br -2.283 -0.837 0.021
C 0.289 0.065 1.382
C 0.642 -1.116 0.512
Br 2.368 -0.962 -0.222
H -1.241 1.363 -1.435
H -0.401 0.242 -2.080
H 0.507 1.509 -1.191
H -0.426 0.130 2.131
H 0.977 0.912 1.358
H 0.387 -2.192 0.759
```

Summary:
**ΔE to the lowest compared entry with this formula, charge and spin**: 64.7 kJ/mol
**F_max**: 5.3 eV Å⁻¹
**Molar mass**: 213.90 g/mol
**E_HOMO**: -9.447 eV
**2S+1**: 1
**SMILES string**: C[C@]1(Br)C[C@@H]1Br

(8)
Density functional theory data (ωB97M-V/def2-TZVPD) for a 2-piece molecular cluster, C7H6Cl2N2O2 overall in a non-equilibrium geometry.

```
19
Properties=species:S:1:pos:R:3
C -2.080 1.420 0.604
C -1.180 1.859 -0.331
C -2.143 0.150 1.043
C -0.240 1.003 -0.787
C -1.181 -0.752 0.646
C -0.234 -0.296 -0.256
C 0.770 -1.207 -0.843
N 1.023 -2.580 -0.428
N 3.551 1.159 0.112
O 1.735 -3.189 -1.236
O 0.783 -2.962 0.680
Cl 2.701 2.339 1.026
Cl 3.118 -0.410 0.446
H -2.964 1.998 0.814
H -1.253 2.838 -0.822
H -2.895 0.032 1.800
H 0.596 1.367 -1.513
H -1.036 -1.824 0.925
H 0.929 -0.948 -1.880
```

Summary:
**ΔE to the lowest compared entry with this formula, charge and spin**: 261.5 kJ/mol
**F_max**: 3.6 eV Å⁻¹
**Molar mass**: 221.04 g/mol
**E_HOMO (spin up / spin down)**: -9.946 / -8.722 eV
**2S+1**: 1

What did the fourth record say?
Density functional theory data (ωB97M-V/def2-TZVPD) for one molecule with the formula CH4IN3 in a non-equilibrium geometry.

```
9
Properties=species:S:1:pos:R:3
C -0.165 -0.406 -0.581
N -1.638 0.711 0.789
N -4.323 0.544 0.921
N -0.756 0.826 -0.160
I -3.114 -0.785 0.541
H 0.531 -0.798 0.169
H -0.916 -1.209 -0.762
H 0.376 -0.235 -1.498
H -0.905 1.436 -0.962
```

Summary:
**ΔE to the lowest compared entry with this formula, charge and spin**: 503.7 kJ/mol
**F_max**: 1.7 eV Å⁻¹
**Molar mass**: 184.97 g/mol
**E_HOMO (spin up / spin down)**: -8.551 / -7.801 eV
**2S+1**: 1